C20H40NOP3PtS | ωB97M-V/def2-TZVPD

Last column: Löwdin spin population.
Positions of all 67 atoms, in Å:
1 Pt -0.21866 -0.96941 -0.30339  0.930
2 P -2.02170 0.40094 -0.02745  0.085
3 P -0.83631 -1.35515 -2.60734  0.093
4 P 0.70068 -0.95439 1.87714  0.095
5 H 1.95744 -0.72189 -2.06510  0.021
6 C 1.91259 -1.04564 -1.02479  0.324
7 C 1.48164 -2.37830 -0.73740  0.044
8 H 1.29039 -3.06005 -1.56699  0.004
9 C -1.44466 1.95397 -0.77722  0.057
10 C -3.64770 0.09611 -0.83590  0.002
11 C -2.49500 0.85204 1.67768  0.005
12 C 0.28934 -2.34086 -3.66878  0.017
13 C -2.39311 -2.29646 -2.84823  0.025
14 C -0.94747 0.18001 -3.60485  0.002
15 C 2.31624 -1.74831 2.23701  0.018
16 C -0.34709 -1.49931 3.26631  0.027
17 C 1.19267 0.75042 2.24199  0.010
18 H 2.55227 -0.52342 -0.31333  0.024
19 H 1.80040 -2.86232 0.18736  0.005
20 H -2.13059 2.75544 -0.47999  0.010
21 H -1.42859 1.87505 -1.86878  0.000
22 H -0.41384 2.17126 -0.45982  0.008
23 H -4.35971 0.88522 -0.54666  0.000
24 H -4.07583 -0.86411 -0.51994  0.001
25 H -3.57261 0.10094 -1.93045  0.000
26 H -3.28332 1.61808 1.63813  0.001
27 H -1.64168 1.26418 2.22870  0.000
28 H -2.88945 -0.00669 2.23441  0.000
29 H 0.06127 -2.12290 -4.72214  0.004
30 H 0.12511 -3.40990 -3.48779  0.000
31 H 1.34028 -2.10143 -3.48231  0.000
32 H -2.74053 -2.15192 -3.88046  0.005
33 H -3.18238 -1.98024 -2.16205  0.001
34 H -2.20211 -3.36340 -2.68000  0.002
35 H -0.95894 -0.10018 -4.66653  0.001
36 H -0.06117 0.80076 -3.41724  0.001
37 H -1.85053 0.75617 -3.37689  0.000
38 H 2.75043 -1.29858 3.14104  0.003
39 H 3.02481 -1.60937 1.41476  0.000
40 H 2.17569 -2.81984 2.41367  0.000
41 H 0.23172 -1.44254 4.19897  0.005
42 H -0.66411 -2.53709 3.11102  0.003
43 H -1.23785 -0.87016 3.36538  0.000
44 H 1.85870 0.78547 3.10960  0.001
45 H 0.33027 1.39564 2.42210  0.000
46 H 1.73189 1.13626 1.37202  0.002
47 C 1.95534 4.00265 1.02359  0.224
48 C 1.86291 5.30712 0.49994  0.078
49 C 3.01791 6.09114 0.45272  0.069
50 C 4.24443 5.61099 0.94447  0.304
51 C 4.31013 4.33081 1.50180  0.060
52 C 3.15609 3.53677 1.57291  0.101
53 O 0.89910 3.11951 0.97432  0.153
54 H 0.05797 3.54804 0.69265  0.001
55 H 0.89956 5.67062 0.13979  0.000
56 H 2.97034 7.09434 0.02330  0.000
57 H 5.14344 6.23107 0.89648  0.011
58 H 5.25442 3.93550 1.88885  -0.001
59 H 3.17103 2.55589 2.05047  0.002
60 S -3.17052 -4.40704 1.31103  0.029
61 C -2.00600 -5.16970 0.27694  0.334
62 C -1.09072 -4.25433 -0.21204  0.317
63 N -1.34107 -2.96054 0.21277  0.174
64 C -2.40014 -2.89927 1.01079  0.279
65 H -2.00230 -6.22852 0.05607  0.010
66 H -0.24342 -4.46919 -0.86786  0.009
67 H -2.76741 -1.98994 1.47553  0.009

Atomic forces in eV per Å
-0.33 -1.18 -0.43
-0.78 1.38 0.03
-0.37 -0.60 -1.46
0.74 0.04 1.63
0.13 0.02 0.35
1.25 -0.69 -0.41
0.63 0.96 -0.10
-0.09 0.31 0.25
0.00 0.30 0.03
0.12 -0.08 0.10
-0.10 0.11 -0.06
0.08 0.02 0.12
-0.11 0.28 -0.07
-0.13 -0.11 0.12
-0.14 -0.35 -0.11
0.06 0.11 0.13
-0.22 0.00 0.05
-0.13 -0.08 -0.28
-0.10 0.14 -0.39
0.12 0.07 -0.12
-0.11 0.09 0.39
-0.48 -0.26 -0.16
0.33 -0.16 0.02
0.03 0.21 -0.06
0.06 0.01 0.32
0.16 -0.22 0.01
-0.24 -0.16 -0.15
0.01 0.24 -0.08
0.05 -0.13 0.30
0.10 0.18 -0.11
-0.16 -0.08 -0.22
0.01 -0.20 0.22
0.15 -0.09 -0.23
0.01 0.18 -0.18
-0.07 0.12 0.27
-0.18 -0.13 -0.07
0.18 -0.16 -0.20
-0.25 -0.15 -0.20
-0.07 -0.06 0.21
0.16 0.11 -0.02
-0.24 -0.08 -0.16
0.15 0.09 0.13
0.23 -0.10 0.05
-0.20 -0.09 -0.01
0.29 -0.14 0.01
-0.15 -0.28 0.21
-1.75 -0.71 -0.35
0.85 1.31 -0.28
-2.01 0.08 -0.45
0.49 0.29 -0.11
-0.96 -2.01 0.68
2.14 0.04 0.43
1.00 2.19 -0.01
0.86 0.18 0.20
0.33 0.06 -0.02
-0.04 -0.31 0.15
-0.31 -0.13 0.00
-0.38 0.23 -0.09
0.18 0.39 -0.21
0.45 -1.43 -0.69
-2.17 -0.63 1.59
0.72 3.31 0.03
0.03 -1.35 -0.36
0.53 -0.72 -0.39
-0.18 -0.21 0.11
-0.31 0.04 0.24
0.12 -0.04 -0.12

## Properties
2S+1 ... 5
Expectation value of S² ... 6.040
Charge ... +4


C20H40NOP3RuS | ωB97M-V/def2-TZVPD

Last column: Löwdin spin population.
Positions of all 67 atoms, in Å:
1 Ru 0.79646 -0.47967 -0.75784  2.088
2 P 0.32308 -2.60600 -0.04696  0.097
3 P 1.47371 -1.24111 -2.67366  0.036
4 P -0.06500 0.63217 1.78187  0.016
5 H -1.36344 0.50500 -1.85693  0.033
6 C -0.75745 0.68039 -0.95267  0.212
7 C -0.37854 2.13538 -0.93082  0.074
8 H 0.60931 2.47337 -0.53741  0.011
9 C -1.35623 -3.03319 -0.56450  0.038
10 C 1.42091 -3.91106 -0.72039  0.026
11 C 0.36150 -3.23115 1.69997  0.010
12 C 1.49012 0.33033 -3.52977  0.030
13 C 3.15220 -1.79637 -2.84045  0.010
14 C 0.45831 -2.30551 -3.70838  0.011
15 C -0.04760 2.19931 2.80038  0.006
16 C 0.90957 -0.31021 3.01194  -0.001
17 C -1.73955 -0.19493 1.95187  0.006
18 H -1.33322 0.59595 0.04898  0.024
19 H -0.59164 2.73858 -1.81945  0.003
20 H -1.48514 -4.08112 -0.85770  0.005
21 H -1.63979 -2.38523 -1.40235  0.004
22 H -2.07322 -2.79913 0.22888  0.000
23 H 1.12427 -4.92333 -0.39849  0.005
24 H 2.44585 -3.73436 -0.39876  0.000
25 H 1.46536 -3.87463 -1.81685  0.000
26 H -0.50653 -2.90342 2.28317  0.000
27 H 1.25391 -2.86362 2.20910  0.000
28 H 0.44175 -4.32163 1.76360  0.002
29 H 1.10077 0.32744 -4.55434  0.003
30 H 2.39923 0.91978 -3.37490  0.001
31 H 0.76260 0.76970 -2.87553  0.013
32 H 3.33447 -2.14772 -3.87032  0.000
33 H 3.30403 -2.61578 -2.13087  0.000
34 H 3.83539 -0.97306 -2.59020  0.000
35 H 0.62263 -2.04588 -4.76574  0.001
36 H -0.59892 -2.19294 -3.45145  0.000
37 H 0.77312 -3.32370 -3.48563  0.000
38 H 0.06152 1.97876 3.88241  0.001
39 H -0.95193 2.83386 2.75789  0.000
40 H 0.80024 2.81625 2.46201  0.000
41 H 1.04095 0.35400 3.87525  0.000
42 H 1.89642 -0.57280 2.61392  0.000
43 H 0.35654 -1.19617 3.31157  0.000
44 H -2.37669 0.49933 2.50925  0.001
45 H -1.60390 -1.13072 2.49920  0.001
46 H -2.26648 -0.43306 1.01625  0.001
47 C -2.57029 3.33522 0.15015  0.015
48 C -3.42384 2.22746 -0.09284  0.230
49 C -4.67621 2.22217 0.51480  0.236
50 C -5.03144 3.38329 1.17713  0.012
51 C -4.26062 4.55378 1.19035  0.198
52 C -2.99909 4.57490 0.67432  0.299
53 O -1.20605 3.12431 0.21402  0.035
54 H -1.04618 2.19081 1.15631  -0.003
55 H -3.11006 1.33835 -0.64126  0.010
56 H -5.28805 1.29415 0.45082  0.007
57 H -6.05055 3.38844 1.58278  -0.003
58 H -4.71792 5.46212 1.67014  0.004
59 H -2.29466 5.42944 0.74572  0.008
60 S 4.56370 1.64735 1.13719  0.024
61 C 4.63066 -0.10273 1.27875  0.002
62 C 3.56336 -0.72883 0.64496  0.022
63 N 2.70142 0.16696 -0.00733  0.105
64 C 3.06647 1.45851 0.21448  0.020
65 H 5.45562 -0.61612 1.76349  0.000
66 H 3.31482 -1.78122 0.59386  0.004
67 H 2.49995 2.26954 -0.21303  0.002

Atomic forces in eV per Å
1.57 0.18 3.75
0.14 -3.47 0.97
1.38 -0.52 -3.63
0.49 -1.59 1.30
-0.20 -0.19 0.38
-3.46 3.52 0.46
0.72 1.69 -0.46
-0.93 -0.59 -0.17
-0.68 0.58 -0.48
0.07 0.01 -0.74
0.24 0.81 0.40
-0.26 0.45 0.19
0.70 -0.62 0.73
-0.33 -0.18 0.42
-0.64 0.92 0.35
0.71 0.19 0.37
-0.07 0.66 0.39
0.56 -0.76 -2.87
0.04 -0.35 -0.03
0.21 0.15 0.12
-0.04 -0.33 -0.06
0.20 -0.16 0.05
-0.04 0.48 -0.10
0.06 -0.05 0.29
-0.16 -0.27 0.42
0.14 -0.17 -0.23
0.01 0.01 -0.05
-0.29 0.13 -0.49
0.32 -0.01 0.20
0.02 -0.33 -0.32
-0.82 1.39 -0.37
-0.12 0.15 0.34
0.40 0.01 -0.35
-0.15 -0.28 -0.12
0.03 -0.19 0.38
0.07 -0.08 -0.24
-0.26 -0.13 -0.46
-0.13 -0.08 -0.65
0.21 -0.01 -0.08
-0.26 -0.22 0.09
0.15 -0.56 -0.14
-0.25 -0.03 0.18
0.18 0.07 0.05
-0.18 -0.40 0.23
-0.23 0.31 0.12
0.30 0.04 0.25
-0.88 -1.27 0.03
2.60 1.14 -0.48
-1.42 0.16 0.24
-1.95 0.58 0.44
-4.70 0.42 1.78
3.40 -0.98 -1.27
1.59 -3.96 1.35
0.23 3.32 -2.31
0.17 0.46 0.21
0.17 1.04 0.19
0.54 0.31 0.17
0.58 -0.91 -0.60
-0.58 -0.57 -0.05
-1.97 -1.86 -1.14
-1.04 -0.15 -0.75
0.76 1.84 -0.01
1.20 1.61 1.13
1.29 -1.89 0.39
-0.12 0.27 0.09
0.42 0.05 0.07
0.31 0.20 0.07

## Properties
2S+1 ... 5
Expectation value of S² ... 6.038
Charge ... +4


Relative energy (zero: lowest compared OMol25 entry of this formula, charge and spin) for every record listed, in sequence, given in kcal per mole: 22.3, 101.6.
Largest force on an atom for every record listed, in sequence, given in Eh/bohr: 0.0659, 0.0981.